Record 1
Here is a 5-piece molecular cluster, C46H43BrN4O15P2S overall at a distorted geometry from the Open Molecules 2025 dataset. Energies are from wB97M-V/def2-TZVPD.

Computed properties:
E_LUMO: -1.19 eV
HOMO-LUMO gap: 7.282 eV
SMILES: CCOP(=O)(CCc1c(CC(=O)Br)cc(O)c2c1C(=O)c1cccc([PH2]=S)c1C2=O)OCC.O=[N+]([O-])c1ccccc1.O=[N+]([O-])c1ccccc1.O=[N+]([O-])c1ccccc1.O=[N+]([O-])c1ccccc1
largest force on an atom: 1.80 eV/Å

Last column: Mulliken charge in e.
Positions of all 112 atoms, in Å:
C (-8.92, -2.84, -2.27)  -1.2895
C (-8.30, -3.88, -3.17)  -0.3304
O (-6.88, -3.73, -3.09)  -0.0725
P (-6.06, -4.90, -3.81)  0.7559
O (-6.57, -5.13, -5.17)  -0.8110
C (-4.32, -4.41, -3.91)  -0.4965
C (-4.19, -2.92, -4.25)  -1.0368
C (-2.88, -2.30, -3.78)  0.1517
C (-1.91, -2.04, -4.76)  0.2649
C (-2.11, -2.38, -6.21)  -1.4586
C (-3.00, -1.44, -6.99)  0.7036
O (-3.65, -1.79, -7.90)  -0.4580
Br (-2.99, 0.42, -6.41)  -0.1933
C (-0.72, -1.44, -4.39)  -0.4012
C (-0.44, -1.12, -3.07)  0.4083
O (0.77, -0.53, -2.81)  -0.6284
C (-1.36, -1.40, -2.06)  -0.1880
C (-2.60, -1.98, -2.44)  0.2256
C (-3.58, -2.21, -1.35)  0.5606
O (-4.61, -2.82, -1.50)  -0.5457
C (-3.32, -1.63, 0.00)  0.1383
C (-4.36, -1.66, 0.93)  -0.6431
C (-4.20, -1.15, 2.20)  -1.0171
C (-2.98, -0.57, 2.55)  -0.5844
C (-1.94, -0.55, 1.63)  0.7371
P (-0.37, 0.18, 2.20)  0.3734
S (0.95, -1.09, 2.85)  -0.4784
C (-2.10, -1.08, 0.35)  0.1393
C (-1.01, -1.09, -0.65)  0.5454
O (0.12, -0.86, -0.32)  -0.5878
O (-6.16, -6.20, -2.88)  -0.3378
C (-6.35, -6.00, -1.47)  0.2990
C (-5.91, -7.25, -0.74)  -1.4675
H (-8.65, -3.00, -1.23)  0.2636
H (-8.53, -1.87, -2.57)  0.2972
H (-10.00, -2.83, -2.38)  0.4380
H (-8.63, -4.88, -2.92)  0.3960
H (-8.65, -3.69, -4.18)  0.3047
H (-3.88, -4.59, -2.94)  0.3307
H (-3.86, -5.06, -4.65)  0.4713
H (-4.98, -2.38, -3.75)  0.3017
H (-4.34, -2.74, -5.31)  0.8229
H (-2.55, -3.37, -6.29)  0.2918
H (-1.13, -2.42, -6.69)  0.3218
H (0.02, -1.21, -5.15)  0.5192
H (0.89, 0.24, -3.39)  0.1786
H (-5.30, -2.11, 0.66)  0.5941
H (-5.01, -1.20, 2.92)  0.4380
H (-2.86, -0.18, 3.55)  0.3187
H (-0.76, 1.03, 3.26)  0.0706
H (0.10, 1.04, 1.20)  0.0239
H (-5.80, -5.14, -1.10)  0.1306
H (-7.40, -5.82, -1.24)  0.1992
H (-4.84, -7.37, -0.90)  0.3468
H (-6.42, -8.12, -1.13)  0.3501
H (-6.09, -7.12, 0.32)  0.3986
C (3.42, 0.86, 5.61)  -0.4404
C (4.08, 1.78, 6.42)  -0.4419
C (3.71, 1.92, 7.75)  -0.0464
C (2.69, 1.15, 8.24)  0.0355
C (2.01, 0.23, 7.45)  -0.5737
C (2.39, 0.09, 6.13)  -0.2831
N (2.31, 1.30, 9.66)  1.0047
O (2.91, 2.12, 10.32)  -0.6077
O (1.43, 0.59, 10.09)  -0.6112
H (3.72, 0.74, 4.58)  0.4285
H (4.89, 2.38, 6.02)  0.4163
H (4.23, 2.63, 8.37)  0.4045
H (1.21, -0.36, 7.86)  0.4521
H (1.88, -0.62, 5.49)  0.3194
C (4.61, 6.98, 11.51)  -0.4560
C (4.50, 5.65, 11.14)  -0.5334
C (4.69, 5.29, 9.81)  0.0242
C (4.99, 6.26, 8.89)  0.0703
C (5.10, 7.60, 9.24)  -0.4445
C (4.91, 7.95, 10.56)  -0.4228
N (5.22, 5.89, 7.48)  0.9561
O (5.10, 4.71, 7.18)  -0.5699
O (5.50, 6.77, 6.70)  -0.6077
H (4.46, 7.27, 12.55)  0.3797
H (4.26, 4.90, 11.87)  0.4185
H (4.60, 4.25, 9.53)  0.3032
H (5.33, 8.35, 8.50)  0.4475
H (4.99, 8.99, 10.86)  0.3796
C (5.74, 0.12, -6.50)  -0.5120
C (4.55, 0.82, -6.41)  -0.4303
C (3.35, 0.15, -6.58)  -0.1824
C (3.36, -1.20, -6.83)  0.0479
C (4.54, -1.92, -6.94)  -0.3856
C (5.74, -1.24, -6.78)  -0.4642
N (2.08, -1.89, -6.95)  1.1431
O (1.07, -1.20, -6.84)  -0.6661
O (2.06, -3.09, -7.11)  -0.6319
H (6.68, 0.64, -6.35)  0.3980
H (4.55, 1.87, -6.19)  0.3662
H (2.42, 0.69, -6.50)  0.4605
H (4.53, -2.98, -7.14)  0.4696
H (6.67, -1.79, -6.85)  0.3871
C (4.58, 5.50, -1.19)  -0.4472
C (5.43, 4.61, -1.83)  -0.5154
C (4.92, 3.51, -2.48)  -0.2480
C (3.55, 3.31, -2.49)  0.1558
C (2.68, 4.19, -1.86)  -0.3655
C (3.21, 5.29, -1.20)  -0.5010
N (3.00, 2.15, -3.20)  1.1505
O (3.78, 1.39, -3.74)  -0.6121
O (1.79, 2.02, -3.22)  -0.7588
H (4.98, 6.37, -0.68)  0.3830
H (6.50, 4.78, -1.81)  0.3811
H (5.58, 2.81, -2.98)  0.4690
H (1.62, 4.02, -1.87)  0.4421
H (2.54, 5.98, -0.70)  0.3799


Record 2
Here is C46H44FIN4O3P2Pt as an isolated structure from the Open Molecules 2025 dataset. Energies are from wB97M-V/def2-TZVPD.

Computed properties:
E_LUMO (spin up / spin down): -8.58 / -11.67 eV
relative energy (zero: lowest compared OMol25 entry of this formula, charge and spin): 65.9 kJ/mol
HOMO-LUMO gap (spin up / spin down): 8.227 / 5.208 eV
largest force on an atom: 0.53 eV/Å
expectation value of S²: 6.036
total charge: +4
2S+1: 5

Last column: Mulliken spin population.
Positions of all 102 atoms, in Å:
Pt (-0.93, 1.71, -1.62)  1.3814
C (-2.55, -4.72, 2.88)  0.0000
C (-3.49, -3.60, 2.49)  -0.0003
N (-2.78, -2.41, 1.98)  0.0009
C (-2.60, -2.30, 0.66)  -0.0033
C (-2.00, -1.23, 0.05)  -0.0260
C (-1.87, -1.16, -1.43)  0.0075
O (-1.41, -2.19, -2.00)  0.2894
O (-2.18, -0.10, -2.01)  0.0471
C (-1.44, -0.19, 0.83)  0.0164
O (-0.86, 0.85, 0.37)  0.1554
C (-1.56, -0.35, 2.26)  0.0293
C (-1.03, 0.61, 3.14)  0.0082
C (-1.17, 0.49, 4.48)  0.0027
F (-0.66, 1.45, 5.26)  0.0001
C (-1.85, -0.60, 5.10)  -0.0021
C (-2.36, -1.56, 4.22)  0.0022
C (-2.23, -1.45, 2.82)  -0.0038
N (-2.02, -0.68, 6.47)  -0.0004
C (-1.64, 0.42, 7.37)  0.0000
C (-2.08, 0.15, 8.79)  0.0000
N (-1.56, -1.19, 9.24)  0.0000
C (-2.00, -2.31, 8.31)  0.0000
C (-2.76, -1.76, 7.12)  0.0001
H (-3.12, -5.59, 3.20)  0.0001
H (-1.88, -4.43, 3.69)  0.0000
H (-1.94, -5.03, 2.02)  0.0000
H (-4.12, -3.28, 3.32)  0.0001
H (-4.17, -3.91, 1.70)  0.0000
H (-3.03, -3.10, 0.06)  -0.0026
H (-0.52, 1.48, 2.75)  0.0027
H (-2.92, -2.39, 4.60)  0.0003
H (-2.10, 1.37, 7.08)  0.0000
H (-0.55, 0.57, 7.35)  0.0000
H (-3.17, 0.12, 8.91)  0.0000
H (-1.69, 0.91, 9.46)  0.0000
H (-1.87, -1.38, 10.20)  0.0000
H (-0.54, -1.14, 9.28)  0.0000
H (-2.63, -2.99, 8.88)  0.0000
H (-1.10, -2.84, 8.01)  0.0000
H (-3.75, -1.43, 7.42)  0.0000
H (-2.91, -2.60, 6.45)  0.0001
I (-3.51, 3.17, -1.21)  0.0473
C (-1.86, 4.30, -0.59)  0.0110
C (-2.00, 5.57, -0.05)  0.0032
C (-0.83, 6.23, 0.33)  0.0024
C (0.40, 5.60, 0.16)  0.0005
C (0.43, 4.33, -0.38)  0.0051
N (-0.68, 3.69, -0.75)  0.0725
H (-2.97, 6.02, 0.06)  0.0006
H (-0.89, 7.22, 0.74)  0.0000
H (1.32, 6.09, 0.44)  0.0008
H (1.36, 3.81, -0.53)  0.0061
C (2.08, 0.45, -3.70)  0.1429
P (0.29, 0.94, -3.53)  0.1701
C (0.13, 2.25, -4.75)  -0.0554
C (-0.59, 3.40, -4.43)  0.0154
C (-0.79, 4.39, -5.38)  0.0100
C (-0.28, 4.23, -6.66)  0.0000
C (0.43, 3.08, -6.99)  0.0041
C (0.63, 2.09, -6.04)  0.0041
C (-0.56, -0.50, -4.26)  0.0804
C (-1.54, -0.31, -5.21)  0.0965
C (-2.22, -1.42, -5.77)  0.1905
C (-1.92, -2.72, -5.39)  -0.0400
C (-0.95, -2.94, -4.44)  0.2108
C (-0.28, -1.83, -3.84)  0.1369
P (3.27, 0.42, -2.33)  0.5099
C (3.04, -0.99, -1.29)  0.0994
C (1.76, -1.35, -0.84)  -0.0053
C (1.59, -2.49, -0.09)  -0.0206
C (2.71, -3.26, 0.26)  0.0770
C (3.98, -2.88, -0.14)  -0.0159
C (4.16, -1.74, -0.91)  0.0538
C (4.91, 0.55, -2.97)  0.0412
C (5.23, 0.06, -4.25)  0.0307
C (6.54, 0.12, -4.68)  -0.0010
C (7.52, 0.68, -3.86)  0.0329
C (7.20, 1.18, -2.61)  -0.0070
C (5.89, 1.13, -2.16)  0.0596
H (2.49, 1.20, -4.38)  -0.0074
H (2.14, -0.53, -4.19)  0.0256
H (-0.98, 3.55, -3.43)  0.0267
H (-1.34, 5.29, -5.13)  0.0006
H (-0.43, 5.00, -7.40)  0.0003
H (0.83, 2.95, -7.99)  -0.0002
H (1.17, 1.19, -6.33)  0.0029
H (-1.80, 0.69, -5.54)  0.0146
H (-2.98, -1.23, -6.52)  0.0011
H (-2.44, -3.55, -5.85)  0.0038
H (-0.69, -3.94, -4.14)  0.0013
H (0.59, -2.03, -3.22)  0.0264
H (0.90, -0.73, -1.09)  0.0133
H (0.61, -2.79, 0.24)  0.0045
H (2.57, -4.16, 0.85)  0.0022
H (4.84, -3.49, 0.13)  0.0015
H (5.15, -1.46, -1.23)  0.0064
H (4.48, -0.38, -4.89)  0.0018
H (6.81, -0.28, -5.65)  0.0016
H (8.54, 0.74, -4.22)  0.0007
H (7.96, 1.63, -1.98)  0.0000
H (5.63, 1.53, -1.19)  -0.0030